{"formula": "C22H35BrClF11IrN5O7S4SiTe", "method": "ωB97M-V/def2-TZVPD", "homo_energy_ev": -8.79, "lumo_energy_ha": -0.037, "orbital_gap_ev": 7.777, "relative_energy_kcal_mol": 8.1, "largest_force_ev_per_a": 0.58, "energy_ev": -218976.9468, "total_charge": 0, "elements": ["H", "H", "H", "C", "C", "C", "C", "F", "H", "N", "O", "O", "H", "H", "F", "C", "C", "C", "Si", "F", "Br", "N", "Te", "F", "F", "S", "C", "C", "C", "H", "S", "Cl", "C", "F", "C", "C", "H", "H", "H", "C", "C", "F", "H", "O", "H", "H", "C", "H", "H", "F", "H", "H", "N", "H", "H", "F", "C", "H", "O", "H", "H", "H", "C", "O", "F", "H", "H", "H", "S", "O", "C", "H", "N", "S", "F", "C", "H", "O", "H", "N", "H", "H", "C", "H", "Ir", "H", "H", "C", "H"], "coordinates": [[-1.33721, -4.36092, -2.55023], [-0.78176, 1.31901, -5.16395], [-1.10408, 2.14438, 0.44522], [1.37796, 3.32598, 0.75585], [0.18061, -3.88557, 5.03428], [-0.27371, 1.11625, -4.21619], [0.65570, 3.44368, -4.36977], [0.94546, -4.27442, 6.04979], [3.11888, 0.32515, -0.66542], [-1.33139, -5.15064, 3.15756], [0.27760, -6.44244, 4.48070], [-1.20337, -2.86843, 2.16590], [-1.76786, 3.31707, -0.67388], [-0.90003, 0.42158, -3.65530], [-1.03752, -3.61829, 5.49252], [-0.99496, 3.16473, 0.07644], [-2.57680, 0.52145, 4.04674], [0.42350, 3.45178, -0.43959], [0.88086, 2.25020, -1.83729], [0.70175, -2.76306, 4.52703], [0.41745, 0.06897, -0.98175], [0.85162, 0.52989, 3.06083], [-3.88841, -0.79155, -0.70055], [-2.98173, 0.82051, -0.66048], [-5.38759, 0.21987, -1.08373], [1.22423, -4.92853, -1.50548], [2.77052, 1.96416, -2.08780], [-0.10234, 2.44825, -3.46787], [-1.50864, 3.02778, -3.26067], [-1.21157, 3.83968, 0.90954], [-1.79884, -4.23849, 2.01392], [-1.75605, -0.90883, 4.72139], [3.48602, 1.32700, -0.88341], [-4.54303, -0.82522, 1.02875], [3.23601, -2.18198, 1.97106], [2.21881, -4.27293, -0.25437], [3.37559, 3.98253, -1.46571], [3.01603, 3.86437, -3.19054], [4.13698, 0.89141, -3.35671], [3.43681, 3.33176, -2.33878], [2.04832, -2.31748, 1.35732], [-3.75795, -2.95645, 3.21475], [-2.22386, 1.39940, 4.58057], [-1.88647, -0.13077, 1.79204], [1.48362, 5.16960, -1.32982], [0.26315, 5.57597, -0.12670], [-3.60091, -4.02259, 2.44532], [-2.12950, 2.40126, -2.63052], [3.41110, 1.92249, 0.02302], [-4.27859, -3.87051, 1.32123], [1.42280, 2.30437, 1.13890], [4.49885, 3.16947, -2.54753], [-1.06091, -3.58584, -1.97373], [3.14643, -4.73740, 0.02924], [4.12758, -2.77011, 1.84372], [-4.88855, -2.32492, -1.01207], [0.03396, -3.70629, -1.22645], [4.54860, 1.24038, -1.13165], [-1.76819, -4.77734, 0.69154], [1.00097, 3.96191, 1.56283], [-1.49332, 4.03495, -2.84633], [-1.99360, 3.08934, -4.23979], [1.55369, -0.53035, 2.62097], [1.14521, -4.84692, 2.78993], [-4.04897, -5.09490, 3.08112], [-3.64084, 0.41081, 4.23901], [1.14314, 0.96255, 3.92169], [2.58688, 0.07146, -3.17968], [3.18306, -0.85279, 3.07538], [-2.88936, 1.82430, 2.16025], [3.05632, 1.05084, -3.29051], [-0.14999, 0.44230, 2.94100], [1.08657, -1.39133, 1.74759], [0.14346, -5.23221, 3.74349], [-3.55300, -0.80378, -2.54017], [0.49339, 4.90099, -0.95662], [2.38898, 3.66165, 0.52332], [-2.37730, -1.77957, -0.39512], [2.73451, 1.48039, -4.23687], [0.37449, -2.88775, -0.24413], [0.03645, 3.64498, -5.24869], [-1.79217, -2.97114, -1.61312], [-2.42218, 0.77026, 2.54208], [1.60789, 3.05583, -4.72739], [-0.70290, -1.47937, 0.75502], [0.66856, 0.62368, -4.44591], [-0.23242, 5.10000, -1.74363], [1.62036, -3.20730, 0.29454], [0.83714, 4.40181, -3.87753]], "forces_ev_per_a": [[-0.021, -0.011, 0.009], [0.019, -0.001, -0.011], [-0.006, 0.093, 0.043], [-0.018, -0.026, -0.012], [-0.001, -0.016, -0.027], [-0.054, 0.034, 0.011], [0.008, -0.023, -0.021], [0.039, 0.006, -0.011], [0.010, -0.018, -0.004], [-0.106, 0.102, 0.194], [-0.028, 0.004, 0.004], [-0.208, -0.005, -0.127], [0.022, 0.013, -0.001], [0.010, -0.004, 0.015], [0.024, -0.105, 0.051], [0.044, -0.065, -0.038], [-0.045, -0.108, 0.006], [-0.035, 0.029, -0.038], [0.162, 0.077, 0.229], [0.014, -0.042, 0.004], [-0.318, -0.140, -0.226], [-0.017, -0.012, 0.125], [0.079, -0.260, -0.511], [-0.064, 0.173, 0.188], [-0.038, -0.070, -0.054], [0.000, 0.025, -0.017], [0.003, 0.016, -0.027], [0.006, -0.049, 0.023], [0.016, 0.018, -0.029], [-0.006, -0.036, 0.002], [0.132, -0.003, -0.067], [-0.009, 0.205, -0.076], [-0.004, 0.018, 0.021], [0.238, 0.207, 0.125], [-0.020, -0.007, 0.013], [0.001, -0.019, -0.017], [-0.002, -0.009, 0.006], [-0.003, 0.012, -0.007], [-0.001, 0.002, -0.008], [0.017, -0.009, 0.000], [0.051, 0.034, 0.001], [0.010, -0.034, -0.009], [-0.013, 0.005, -0.009], [0.400, -0.007, 0.227], [0.002, 0.006, 0.002], [-0.006, -0.002, -0.002], [0.039, -0.015, 0.083], [-0.113, -0.152, 0.140], [-0.010, -0.015, 0.000], [-0.051, 0.103, -0.080], [-0.005, 0.027, -0.003], [-0.001, 0.001, -0.003], [-0.042, 0.041, -0.016], [0.007, 0.001, -0.008], [-0.002, -0.005, 0.015], [0.009, 0.093, -0.005], [0.129, 0.039, -0.010], [0.002, 0.014, 0.001], [0.005, 0.012, -0.042], [-0.007, -0.001, -0.001], [-0.022, -0.041, 0.009], [-0.001, -0.005, 0.008], [-0.048, -0.031, 0.077], [0.040, 0.005, -0.013], [0.000, -0.019, -0.023], [-0.006, -0.006, 0.008], [0.011, -0.012, 0.009], [0.000, -0.008, 0.010], [0.004, -0.006, -0.029], [0.042, 0.030, 0.000], [-0.012, 0.000, 0.015], [-0.030, -0.012, -0.075], [-0.059, 0.142, -0.144], [0.061, -0.026, -0.079], [-0.002, 0.004, 0.056], [0.023, 0.000, 0.014], [0.003, 0.007, -0.009], [-0.233, -0.201, 0.163], [-0.012, -0.020, -0.013], [-0.077, -0.123, 0.083], [0.000, -0.005, -0.004], [-0.014, -0.010, 0.016], [-0.190, 0.040, -0.119], [-0.003, 0.018, 0.007], [0.307, 0.143, -0.093], [0.049, -0.025, 0.019], [0.014, 0.013, 0.007], [-0.069, -0.001, 0.075], [-0.016, 0.006, 0.006]]}

{"formula": "C54H43N4O5P2Sr", "method": "ωB97M-V/def2-TZVPD", "homo_energy_ev": -4.60, "lumo_energy_ha": 0.086, "orbital_gap_ev": 6.937, "relative_energy_kcal_mol": 15.5, "largest_force_ev_per_a": 0.70, "energy_ev": -92311.6732, "total_charge": -1, "elements": ["C", "H", "C", "H", "C", "H", "H", "C", "H", "P", "H", "C", "C", "H", "C", "H", "C", "C", "H", "H", "C", "H", "N", "H", "C", "H", "C", "H", "C", "C", "H", "H", "H", "C", "C", "H", "C", "H", "H", "H", "C", "O", "H", "Sr", "C", "C", "C", "H", "H", "C", "H", "H", "C", "C", "H", "C", "H", "C", "N", "C", "C", "H", "C", "H", "C", "C", "H", "P", "O", "C", "C", "H", "C", "H", "C", "H", "H", "C", "N", "C", "C", "H", "C", "C", "C", "C", "C", "O", "C", "H", "C", "H", "C", "C", "H", "H", "H", "C", "O", "C", "C", "N", "O", "C", "C", "C", "C", "H", "H"], "coordinates": [[-1.66337, 7.92316, -2.24637], [5.02856, -0.32023, 0.51189], [-4.53328, 4.25180, -0.43673], [2.62146, -4.62983, -1.82393], [-3.52058, -1.95787, 0.91565], [2.50073, -3.32860, 4.75441], [3.65855, 3.42054, -0.50731], [3.69425, 3.20139, 1.58413], [3.48784, 2.78069, 3.68877], [0.37464, -2.13654, 0.37686], [-5.49828, 5.99180, 2.86910], [5.63384, -4.63238, -0.28768], [-4.91765, 4.15443, 1.93769], [2.45068, -3.23821, 2.30065], [3.16838, 2.94494, 0.33573], [-6.16491, -2.58833, 2.95489], [2.02652, -1.68494, -0.27801], [1.46259, -8.84941, -1.34262], [-4.22730, 3.75501, -1.34848], [-0.80166, -4.16927, 0.02863], [2.18449, -1.71571, -1.66505], [-5.45279, 7.28537, 0.75897], [0.64224, 1.06233, -1.68302], [0.10662, -9.75938, -2.74158], [3.09278, 2.60103, 2.69487], [6.68145, -4.46018, -0.50094], [4.68979, -4.51107, -1.29990], [-1.01236, 6.00372, 0.42253], [-5.23763, 5.50239, 1.93859], [0.61639, -2.32348, 4.98776], [-1.51214, -7.89002, -2.62916], [-4.30423, -3.75910, 1.79651], [4.54943, 3.85486, 1.69529], [1.62754, -2.82156, 2.86490], [-5.58167, -0.66642, 2.19242], [2.95399, -1.07532, 1.56104], [-4.65656, 0.03018, 1.40782], [-1.07606, 8.43758, -0.24908], [0.64044, -2.35991, 6.07020], [2.03344, 2.20360, -4.44679], [-0.45151, -1.72742, 4.33375], [-2.25838, 7.48746, -4.37802], [2.62354, -7.72046, 0.05243], [-1.54164, 1.15007, -0.19168], [1.71017, -7.75548, -0.53068], [-5.46110, -2.03500, 2.34481], [-1.57564, 5.29552, -1.49234], [-4.82619, 6.16025, -1.35679], [1.36425, -2.05215, -2.29173], [5.23114, -4.96733, 0.99557], [-1.60958, 9.37073, -4.90159], [5.96187, -5.06436, 1.78879], [3.34861, -4.72082, -1.02658], [1.42420, 1.51471, 1.26150], [4.99870, -4.23949, -2.30126], [1.65967, -2.86735, 4.25035], [-1.30209, -1.18939, 2.44248], [-1.26965, 6.29878, -0.58534], [2.28590, 2.36346, -2.31604], [-0.60298, -7.85914, -2.04142], [0.68058, 1.11055, -3.05586], [1.51959, 1.31640, 3.38520], [-4.56410, 3.52981, 0.74750], [-4.92347, 3.57385, 2.85050], [-1.93029, 5.59848, -2.81297], [1.99854, 1.78839, 2.53490], [3.44420, -1.30338, -3.34460], [1.16550, -5.31043, 0.71286], [-1.76107, 9.15183, -2.85795], [1.62856, 1.83240, -1.24418], [-4.41872, -2.68416, 1.69314], [3.07192, 2.98271, -2.26732], [0.30160, -8.90600, -2.10454], [-2.16605, 4.80279, -3.50554], [4.39408, -0.79469, -1.48311], [5.30734, -0.44274, -1.94812], [-1.26633, -1.29232, 4.89862], [2.06166, 2.11233, 0.13102], [-4.94877, 1.42787, 1.35793], [-0.47537, -1.67325, 2.94714], [0.25717, -3.93687, -0.12391], [-1.07445, -5.95575, -1.19998], [-5.21469, 6.22902, 0.75407], [3.06642, -1.17233, 0.49027], [1.69362, 1.91076, -3.46966], [0.55894, -2.22727, 2.19588], [4.24295, -0.73610, -0.10706], [-1.93351, 2.97792, -1.87340], [-0.35061, -6.75988, -1.22844], [3.56016, -5.40722, 2.27300], [-2.25975, 8.89234, -4.16682], [-3.28299, 9.27492, -4.24762], [3.88243, -5.16377, 1.26642], [-1.57236, 3.85615, -1.04025], [2.17925, -9.66047, -1.38378], [-6.38298, -0.11429, 2.67145], [-0.03131, 0.57557, -3.66250], [-1.30836, 7.64732, -0.94961], [-1.23119, 3.60990, 0.14257], [-1.96287, 6.92430, -3.15300], [-4.86628, 5.59808, -0.43162], [-4.17472, 2.15487, 0.71644], [0.40253, 0.73870, 1.18261], [0.81181, -6.68676, -0.46473], [2.92628, -5.03324, 0.26290], [3.35322, -1.28231, -2.26508], [-3.58272, -0.56649, 0.73242], [-2.72092, -2.51870, 0.43195], [0.42012, -3.95849, -1.20602]], "forces_ev_per_a": [[-0.026, 0.001, 0.014], [0.005, -0.007, -0.002], [-0.006, -0.014, -0.017], [-0.013, 0.008, -0.008], [-0.049, 0.003, -0.005], [-0.003, 0.000, 0.000], [-0.014, -0.003, -0.003], [-0.002, 0.004, 0.019], [0.002, 0.001, 0.001], [-0.072, 0.088, -0.094], [0.000, -0.003, 0.004], [0.003, -0.010, 0.028], [-0.001, -0.039, 0.016], [0.024, 0.009, 0.000], [0.016, 0.011, -0.001], [-0.002, 0.004, 0.003], [0.059, -0.030, 0.077], [-0.014, 0.000, -0.003], [-0.012, -0.003, 0.008], [0.004, -0.011, -0.003], [-0.026, -0.003, -0.003], [-0.002, 0.002, -0.001], [-0.067, 0.118, 0.081], [0.001, -0.001, 0.000], [-0.015, -0.005, -0.024], [0.001, 0.000, 0.001], [-0.024, -0.001, 0.000], [0.001, -0.004, 0.000], [-0.004, 0.022, -0.018], [0.001, 0.007, -0.012], [0.000, 0.001, 0.001], [-0.004, -0.002, 0.000], [0.001, -0.001, 0.002], [-0.020, 0.002, -0.006], [-0.030, 0.074, -0.017], [-0.011, 0.010, 0.016], [-0.016, -0.217, -0.018], [-0.001, 0.001, 0.001], [-0.001, 0.000, -0.001], [0.003, 0.001, -0.001], [-0.005, -0.002, -0.004], [0.039, 0.013, -0.027], [-0.001, -0.006, -0.004], [-0.313, -0.507, 0.364], [-0.010, 0.000, -0.016], [-0.020, -0.018, 0.021], [0.015, 0.028, 0.005], [0.001, 0.000, -0.002], [-0.006, 0.005, 0.005], [0.003, 0.003, -0.012], [-0.006, -0.001, 0.005], [0.001, 0.001, 0.000], [0.026, 0.032, -0.012], [0.054, -0.114, 0.024], [0.001, -0.001, -0.003], [0.014, -0.012, 0.008], [-0.014, -0.018, -0.013], [0.002, 0.006, -0.016], [0.009, -0.010, -0.005], [-0.002, 0.011, 0.005], [0.016, 0.013, -0.011], [-0.002, -0.001, -0.004], [0.005, 0.119, 0.032], [-0.001, 0.005, 0.002], [0.006, -0.002, 0.002], [0.034, -0.011, 0.030], [-0.002, 0.000, 0.002], [-0.036, -0.039, -0.023], [0.042, 0.016, -0.025], [0.114, 0.005, -0.050], [0.021, -0.006, -0.046], [0.003, -0.022, 0.002], [0.012, -0.005, 0.006], [-0.001, -0.002, 0.003], [-0.013, 0.002, 0.001], [0.000, -0.003, 0.001], [0.002, -0.004, 0.002], [0.007, -0.040, -0.006], [0.040, 0.216, 0.052], [-0.001, 0.001, 0.000], [0.034, 0.038, 0.030], [0.004, -0.006, -0.005], [0.001, -0.022, 0.013], [-0.003, 0.006, -0.005], [-0.001, -0.033, -0.012], [0.002, 0.010, -0.012], [-0.012, 0.027, -0.009], [-0.018, 0.124, -0.126], [-0.022, 0.002, 0.004], [0.004, -0.013, 0.002], [-0.014, 0.001, -0.005], [-0.018, -0.012, 0.020], [-0.013, 0.029, -0.008], [0.055, 0.017, -0.037], [0.001, -0.001, 0.001], [0.004, -0.003, 0.007], [-0.029, 0.010, 0.020], [0.000, -0.009, 0.009], [0.035, 0.099, -0.034], [-0.029, -0.005, 0.015], [-0.007, 0.005, -0.003], [-0.035, -0.206, -0.049], [-0.111, 0.140, -0.137], [0.041, -0.006, 0.019], [-0.015, 0.027, 0.041], [0.019, -0.007, 0.008], [0.384, 0.116, -0.089], [0.020, 0.007, 0.019], [0.001, 0.001, -0.007]]}

{"formula": "CH6FNO3PS", "method": "ωB97M-V/def2-TZVPD", "homo_energy_ev": -11.92, "lumo_energy_ha": -0.169, "orbital_gap_ev": 7.313, "relative_energy_kcal_mol": 0.0, "largest_force_ev_per_a": 5.39, "energy_ev": -31597.5297, "total_charge": 1, "elements": ["N", "H", "C", "F", "P", "H", "S", "O", "H", "H", "O", "O", "H", "H"], "coordinates": [[1.69507, -1.96949, -1.89953], [2.11491, -2.36507, -1.05455], [-1.21302, 0.88596, -0.01444], [-1.21351, -1.05860, -1.03458], [-0.51705, 1.73875, 2.28995], [1.64745, -2.68875, -2.62575], [-1.75256, 1.14968, 3.64619], [-1.22428, 1.84825, -0.61503], [2.26577, -1.18794, -2.23081], [-0.88407, 3.00885, 1.79768], [-2.07910, -0.16429, -0.38970], [-0.42868, 0.60501, 1.01963], [0.80323, 1.80258, 2.79060], [0.74959, -1.63636, -1.68643]], "forces_ev_per_a": [[0.013, -0.018, -0.014], [-0.019, -0.002, -0.004], [0.073, -3.493, 1.466], [0.662, -0.790, -0.320], [-1.025, -0.599, 2.373], [-0.003, 0.006, 0.008], [0.435, 0.233, -0.625], [-0.282, 4.703, -2.627], [-0.008, -0.011, -0.006], [0.536, -0.411, -0.629], [-0.465, 0.020, 0.564], [0.267, 0.327, 0.604], [-0.074, -0.013, -0.849], [-0.111, 0.049, 0.059]]}

{"formula": "C2H6IO2", "method": "ωB97M-V/def2-TZVPD", "homo_energy_ev": -3.76, "lumo_energy_ha": 0.135, "orbital_gap_ev": 7.422, "relative_energy_kcal_mol": 16.6, "largest_force_ev_per_a": 3.26, "energy_ev": -14368.7803, "total_charge": -1, "elements": ["C", "H", "H", "H", "C", "H", "I", "H", "H", "O", "O"], "coordinates": [[0.22879, -0.69665, -0.85480], [-1.71532, -0.56755, 0.26976], [0.17211, 1.29349, 1.26209], [0.62913, -1.72749, 0.80995], [-0.76639, -0.05327, 0.11758], [-1.10645, 0.83443, -0.41577], [1.25520, 3.50394, 0.42109], [-0.33002, -1.28924, -1.57914], [0.96804, -0.05457, -1.33368], [-0.21807, 0.43018, 1.41719], [0.88303, -1.67326, -0.11427]], "forces_ev_per_a": [[-1.135, -0.930, 1.863], [0.520, -0.797, 0.407], [0.437, 0.766, -0.348], [-0.140, 0.699, -0.077], [0.307, 3.249, -0.079], [-0.127, 0.432, 0.002], [-0.062, -0.045, -0.033], [-0.317, 0.604, -0.652], [-0.289, 0.385, 0.206], [-1.149, -2.359, -1.575], [1.956, -2.004, 0.287]]}